1.
ORCA calculation (ωB97M-V/def2-TZVPD) on C10H13BF8N4NaSSb as an isolated structure.

Energy above the lowest of the compared OMol25 structures with the same formula, charge and spin in eV: 2.898
Multiplicity: 2
Expectation value of S²: 0.7511
Charge: -1
Orbital gap (spin up / spin down) in eV: 7.1 / 7.0
E_LUMO (spin up / spin down) in eV: 2.33 / 2.21

Positions of all 39 atoms, in Å:
Na 0.686 -0.083 -1.433
C -3.788 -3.903 0.748
C -2.372 -4.432 0.947
N -1.477 -4.094 -0.136
C -0.938 -2.855 -0.333
S -0.086 -2.652 -1.811
N -1.176 -2.011 0.664
N -0.634 -0.780 0.509
C -0.842 0.065 1.458
C -1.642 -0.242 2.694
C -0.251 1.416 1.316
C -0.329 2.339 2.361
C 0.230 3.596 2.205
C 0.852 3.915 1.013
C 0.889 2.943 0.023
N 0.362 1.731 0.163
H -4.425 -4.176 1.594
H -4.231 -4.312 -0.162
H -3.765 -2.817 0.663
H -2.384 -5.522 1.030
H -1.957 -4.036 1.874
H -1.391 -4.715 -0.921
H -2.111 -1.214 2.581
H -2.411 0.515 2.862
H -1.003 -0.266 3.582
H -0.814 2.071 3.287
H 0.179 4.317 3.012
H 1.308 4.881 0.843
H 1.361 3.140 -0.930
F 1.073 1.808 -2.966
Sb 2.635 1.347 -3.956
F 2.778 -0.082 -2.716
F 3.643 2.470 -2.725
F 4.254 0.882 -4.777
F 2.402 2.860 -5.038
F 1.625 0.287 -5.126
F 4.176 3.597 -0.546
B 4.192 2.297 -0.862
F 5.381 1.715 -0.993

***

2.
ORCA calculation (ωB97M-V/def2-TZVPD) on a 8-piece molecular cluster, CH15O10 overall in a non-equilibrium geometry.

Energy above the lowest of the compared OMol25 structures with the same formula, charge and spin in eV: 2.480
Charge: -1
Orbital gap in eV: 9.5
E_LUMO in eV: 2.63

Positions of all 26 atoms, in Å:
C 37.586 0.308 36.078
O 37.439 -0.919 35.904
O 38.698 0.947 35.750
O 36.645 0.934 36.649
H 39.356 0.502 35.182
O 38.493 3.477 37.251
H 38.389 2.530 36.777
H 37.865 4.096 36.972
O 37.339 0.907 39.102
H 38.269 0.746 39.067
H 37.061 0.812 38.130
O 35.976 2.757 34.624
H 36.037 2.363 33.639
H 36.327 1.868 34.980
O 35.451 -2.166 35.436
H 34.974 -2.294 36.372
H 36.286 -1.824 35.586
O 37.086 -0.060 32.928
H 37.720 -0.417 32.301
H 37.202 -0.586 33.838
O 34.262 0.393 37.577
H 35.064 0.542 37.117
H 34.602 -0.209 38.494
O 38.259 -2.380 37.525
H 38.581 -3.072 36.842
H 37.892 -1.781 36.887

***

3.
ORCA calculation (ωB97M-V/def2-TZVPD) on a 3-piece molecular cluster, C3H13N4 overall in a non-equilibrium geometry.

Energy above the lowest of the compared OMol25 structures with the same formula, charge and spin in eV: 3.373
Charge: +1
Orbital gap in eV: 10.2
E_LUMO in eV: -3.40

Positions of all 20 atoms, in Å:
C -1.874 1.371 0.485
C 2.037 0.729 0.698
C 1.839 0.327 -1.604
N -0.069 -1.960 0.241
N -2.422 0.628 -0.578
N 1.556 -0.021 -0.429
N -2.082 -0.559 -0.687
H -1.298 0.779 1.204
H -1.251 2.152 0.042
H -2.702 1.891 0.969
H 1.197 0.962 1.351
H 2.730 0.100 1.254
H 2.545 1.653 0.415
H 2.442 1.204 -1.841
H 1.477 -0.266 -2.431
H -0.033 -2.178 1.234
H 0.710 -1.228 -0.031
H -1.002 -1.452 -0.034
H -2.555 -0.995 -1.489
H 0.046 -2.817 -0.295

***

4.
ORCA calculation (ωB97M-V/def2-TZVPD) on Br6CuMgSn as an isolated structure in a non-equilibrium geometry.

Charge: -1
Orbital gap in eV: 2.7
E_LUMO in eV: -0.26

Positions of all 9 atoms, in Å:
Mg -1.131 -0.611 -1.824
Cu 0.008 -0.210 1.736
Sn 1.102 -2.595 0.977
Br 1.609 2.633 -0.001
Br -1.351 1.130 -3.569
Br -1.317 3.050 1.249
Br -2.055 -0.946 0.242
Br 1.490 -1.045 2.895
Br 1.644 -1.407 -1.706

***

Repeat the fourth record exactly.
ORCA calculation (ωB97M-V/def2-TZVPD) on Br6CuMgSn as an isolated structure in a non-equilibrium geometry.

Charge: -1
Orbital gap in eV: 2.7
E_LUMO in eV: -0.26

Positions of all 9 atoms, in Å:
Mg -1.131 -0.611 -1.824
Cu 0.008 -0.210 1.736
Sn 1.102 -2.595 0.977
Br 1.609 2.633 -0.001
Br -1.351 1.130 -3.569
Br -1.317 3.050 1.249
Br -2.055 -0.946 0.242
Br 1.490 -1.045 2.895
Br 1.644 -1.407 -1.706

***

> charge of number 1 (C10H13BF8N4NaSSb)?

-1

***

> charge of number 3 (C3H13N4)?

+1